C27H34N9PdS2 | ωB97M-V with the def2-TZVPD basis set

Each line ends with the Löwdin charge.
Geometry (Å):
Pd 0.111 -0.007 0.734  0.458
C -3.102 -1.528 4.768  -0.106
C -4.022 -1.715 3.566  -0.313
N -4.038 -0.584 2.666  -0.053
C -3.029 -0.276 1.788  -0.815
S -1.861 -1.472 1.403  0.602
N -3.124 0.953 1.300  -0.034
N -2.074 1.285 0.522  -0.034
C -2.203 2.250 -0.308  -0.302
C -3.461 3.051 -0.491  -0.056
C -1.006 2.551 -1.115  -0.224
C -0.884 3.776 -1.783  -0.036
C 0.246 4.031 -2.534  -0.088
C 1.236 3.063 -2.606  -0.076
C 1.044 1.878 -1.911  -0.143
N -0.046 1.615 -1.193  0.084
H -3.123 -2.410 5.413  0.065
H -3.406 -0.661 5.360  0.064
H -2.080 -1.377 4.423  0.047
H -5.051 -1.882 3.897  0.103
H -3.711 -2.592 2.999  0.074
H -4.577 0.225 2.938  0.117
H -4.299 2.483 -0.094  0.056
H -3.638 3.280 -1.544  0.069
H -3.414 3.999 0.054  0.078
H -1.664 4.519 -1.691  0.097
H 0.357 4.977 -3.051  0.098
H 2.140 3.212 -3.180  0.095
H 1.805 1.103 -1.915  0.061
N 3.094 -0.634 -1.324  -0.345
S 2.981 -0.996 0.221  0.950
C 2.156 0.251 1.190  -0.590
C 1.422 -0.243 2.326  -0.310
C 1.140 0.700 3.373  -0.108
C 1.552 1.996 3.284  -0.118
C 2.305 2.456 2.165  -0.113
C 2.614 1.604 1.150  -0.125
C 4.671 -0.754 0.790  -0.371
C 4.924 -0.564 2.144  -0.073
C 6.232 -0.429 2.580  -0.085
C 7.282 -0.478 1.671  -0.103
C 7.018 -0.662 0.322  -0.092
C 5.710 -0.802 -0.125  -0.088
H 2.469 -1.280 -1.801  -0.053
H 1.435 -1.299 2.579  0.084
H 0.592 0.359 4.243  0.097
H 1.311 2.689 4.081  0.089
H 2.627 3.489 2.122  0.091
H 3.205 1.927 0.300  0.109
H 4.103 -0.504 2.847  0.110
H 6.432 -0.276 3.633  0.100
H 8.302 -0.368 2.015  0.095
H 7.833 -0.693 -0.391  0.097
H 5.466 -0.931 -1.171  0.086
C -0.277 -4.864 -3.023  -0.083
C 0.453 -3.643 -2.471  -0.413
C -0.527 -2.606 -1.936  -0.086
C 1.503 -4.042 -1.431  -0.118
N 0.949 -4.690 -0.248  -0.108
C 0.411 -4.175 0.869  -0.173
N 0.043 -5.163 1.648  0.018
N 0.383 -6.294 0.993  -0.066
N 0.923 -6.023 -0.141  0.022
H -0.979 -4.568 -3.804  0.074
H -0.846 -5.360 -2.234  0.075
H 0.417 -5.595 -3.441  0.074
H 1.032 -3.186 -3.284  0.133
H -1.183 -3.026 -1.172  0.053
H -1.163 -2.230 -2.739  0.083
H -0.025 -1.746 -1.478  0.042
H 2.062 -3.174 -1.088  0.068
H 2.207 -4.755 -1.858  0.124
H 0.305 -3.113 1.040  0.058

Atoms 1-2, force components in eV/Å:
-0.0203 0.1547 -0.1213
0.0085 0.0043 -0.0125

## Properties
- Energy above the lowest of the compared OMol25 structures with the same formula, charge and spin: 0.3215 eV
- LUMO: 2.64 eV
- Charge: -1
- E: -67111.5315 eV

=====

CH20B4CrO | ωB97M-V with the def2-TZVPD basis set

Each line ends with the Mulliken spin population.
Geometry (Å):
Cr -0.343 0.003 -0.159  2.967
B -1.743 -0.957 -1.781  0.009
H -2.035 -0.474 -0.790  -0.050
H -0.614 -1.015 -1.845  -0.003
H -2.222 -2.009 -1.858  -0.007
H -2.111 -0.303 -2.662  -0.003
B 0.079 1.630 -1.507  0.046
H -1.032 1.458 -1.616  0.006
H 0.390 2.408 -2.300  -0.019
H 0.188 2.023 -0.449  0.007
H 0.669 0.672 -1.580  0.014
B -1.618 0.831 1.439  0.014
H -0.512 0.746 1.655  -0.004
H -2.021 1.461 2.319  -0.016
H -1.778 1.215 0.391  -0.013
H -2.049 -0.243 1.493  0.022
B 0.151 -1.891 0.707  0.040
H 0.390 -2.984 0.986  -0.010
H -0.930 -1.819 0.384  -0.015
H 0.310 -1.129 1.525  0.014
H 0.794 -1.618 -0.183  0.014
C 2.876 0.024 0.959  -0.002
O 1.638 0.730 0.810  -0.010
H 3.723 0.547 0.498  0.000
H 3.118 0.023 2.029  0.001
H 2.800 -0.972 0.540  -0.002
H 1.881 1.642 0.996  0.001

Atoms 1-2, force components in eV/Å:
-1.5934 -0.3536 0.2066
-0.8574 -0.5487 -1.6954

## Properties
- Energy above the lowest of the compared OMol25 structures with the same formula, charge and spin: 1.2461 eV
- LUMO (alpha / beta): 2.51 / 2.89 eV
- Spin multiplicity: 4
- Charge: -1
- E: -34529.7273 eV

=====

What is the charge in the second record? -1